Entry from the OMol25 dataset: a structure of composition C19H9CoF3N6S2Se (the ωB97M-V functional and the def2-TZVPD basis).

The geometry in XYZ format:
```
41
Properties=species:S:1:pos:R:3:forces:R:3
Co -0.7683 0.3754 -0.2723 -0.40 -0.01 -0.04
S 4.2371 0.1625 5.0337 -0.02 -0.32 -0.02
N 2.6312 0.1946 5.1321 -0.01 0.29 0.04
C 2.1697 0.2377 3.8941 0.11 -0.11 0.00
C 0.7741 0.3072 3.5143 -0.08 -0.02 -0.16
C -0.3120 0.3778 4.3901 -0.03 0.01 -0.01
C -1.5852 0.4562 3.8670 0.00 0.00 0.02
C -1.7719 0.4453 2.4857 0.02 -0.10 0.02
N -0.7394 0.3640 1.6552 -0.19 0.06 0.00
C 0.5069 0.3148 2.1496 0.01 0.00 0.09
C 1.5501 0.2929 1.1498 0.28 -0.05 0.01
N 1.1357 0.3447 -0.1357 0.13 0.01 0.20
C 2.0426 0.3363 -1.1046 0.03 -0.08 -0.05
C 3.4059 0.2667 -0.8352 -0.01 0.01 -0.06
C 3.8438 0.2168 0.4700 0.00 0.00 0.04
C 2.8984 0.2308 1.4968 -0.14 -0.01 -0.12
C 3.1995 0.1962 2.9134 -0.01 -0.10 0.12
N 4.4126 0.1234 3.4345 0.05 0.28 -0.01
H -0.1404 0.3772 5.4581 0.00 0.00 0.00
H -2.4500 0.5232 4.5108 0.00 0.00 0.00
H -2.7555 0.5053 2.0373 0.02 0.00 0.01
H 1.6730 0.3761 -2.1188 0.00 0.00 0.00
H 4.1038 0.2582 -1.6595 0.00 0.00 0.00
H 4.8975 0.1694 0.7106 0.00 0.00 0.01
F -2.3365 -3.7912 -2.7441 0.02 -0.02 0.02
C -3.0022 -2.7938 -3.3428 -0.01 -0.01 0.00
F -4.1423 -2.6055 -2.6700 -0.02 0.01 0.01
F -3.3119 -3.1931 -4.5793 0.00 0.00 -0.03
C -2.1711 -1.5360 -3.3676 0.00 0.04 -0.03
C -1.7756 -0.9392 -4.5560 -0.04 -0.05 0.03
C -1.0183 0.2241 -4.5383 0.04 0.08 0.04
C -0.6507 0.7580 -3.3174 -0.08 0.00 -0.10
N -1.0149 0.1641 -2.1847 0.05 -0.17 0.03
C -1.7783 -0.9371 -2.1805 -0.03 0.05 0.14
S -2.1233 -1.3426 -0.4980 0.19 -0.12 -0.16
H -2.0748 -1.3806 -5.4970 0.00 -0.01 0.00
H -0.7275 0.7134 -5.4556 0.01 0.00 0.00
H -0.0849 1.6763 -3.2232 0.01 -0.01 -0.03
Se -0.6891 2.7191 -0.3158 0.12 0.26 0.00
C -2.4745 2.5231 0.0353 -0.02 0.09 -0.09
N -3.5828 2.2883 0.2579 0.00 -0.03 0.06
```
Forces are in eV/Å.

Values from the calculation:
gap between HOMO and LUMO (alpha / beta)	6.847 / 7.262	eV
charge	+1
energy above the lowest of the compared OMol25 structures with the same formula, charge and spin	11.99	kJ/mol